(1)
This record from the OMol25 dataset describes C7H10O in the gas phase at a distorted geometry. The level of theory is the ωB97M-V functional and the def2-TZVPD basis.

Last column: Löwdin charge in e.
Atoms and positions in Å:
C: 2.14043 -1.10376 -0.20623  -0.2712
C: -2.99383 -0.73827 -0.24833  -0.0594
H: -3.68769 -1.77231 -0.58759  0.1203
H: -3.13159 0.43342 -0.63355  0.0880
C: 0.43931 0.60537 0.40234  -0.3643
H: -1.24680 -1.96477 0.40750  0.0584
C: -0.92512 0.43358 0.27091  -0.0772
H: -1.81930 1.13744 -0.04499  0.0907
C: 1.10479 1.91686 -0.31958  -0.0996
H: 1.92841 2.67030 0.22503  0.1124
C: 1.37073 -0.39264 0.93697  -0.1720
O: 1.77249 -2.20944 -0.42727  0.0296
C: -1.71730 -1.00500 0.37391  -0.1213
H: 0.03892 2.31405 -0.74015  0.0728
H: 1.41015 1.67153 -1.55806  0.1234
H: 0.55830 -1.30602 1.37099  0.1678
H: 2.00811 -0.02676 1.88524  0.1546
H: 2.74998 -0.66359 -1.10713  0.1470

Computed properties:
Kohn-Sham gap = 9.09 eV
multiplicity = 1
E = -9461.4723 eV
lowest unoccupied orbital energy = 0.5668 eV
SMILES string = C=C/C=C(/C)CC=O


(2)
This record from the OMol25 dataset describes C7H10O2 in the gas phase at a distorted geometry. The level of theory is the ωB97M-V functional and the def2-TZVPD basis.

Last column: Löwdin charge in e.
Atoms and positions in Å:
C: 2.43321 0.72483 0.25511  -0.1120
C: -0.44314 -0.19533 -0.08870  -0.4181
C: 0.53522 -0.55266 -1.14702  -0.3325
O: 1.85084 -0.38908 -0.39730  -0.1280
C: -2.88460 -1.09985 -1.32188  0.0991
H: -3.75370 -1.47863 -1.80894  0.0231
O: 0.53772 -1.01911 -2.24946  0.1803
H: -1.71474 1.51991 0.32332  0.0938
C: -1.83622 -0.72651 -0.85747  -0.0506
H: -1.39046 -1.13581 1.62659  0.0942
H: 1.90480 1.68030 0.24709  0.0716
H: -0.08462 1.67851 0.94432  0.0768
H: 3.37346 0.93699 -0.27155  0.0875
H: 0.02831 -2.00602 1.02644  0.1020
H: 2.67520 0.40281 1.27123  0.0894
H: 0.22593 -0.50037 1.94518  0.0839
C: -0.39017 -1.01133 1.20237  -0.0244
C: -0.66643 1.30332 0.09931  -0.0388
H: -0.40062 1.86804 -0.79863  0.1027

Computed properties:
Kohn-Sham gap = 10.83 eV
multiplicity = 1
E = -11512.4140 eV
lowest unoccupied orbital energy = 0.7178 eV
SMILES string = C#CC(C)(C)C(=O)OC


(3)
This record from the OMol25 dataset describes C7H10O2 in the gas phase at a distorted geometry. The level of theory is the ωB97M-V functional and the def2-TZVPD basis.

Last column: Löwdin charge in e.
Atoms and positions in Å:
O: -2.81888 -0.33395 -0.56920  -0.0898
H: -0.26941 -0.46560 1.77441  0.1534
C: 1.66072 -0.36832 0.19525  -0.2555
H: -2.46739 0.39335 1.35691  0.1453
H: -2.79553 -1.52106 -0.50247  0.2503
H: 1.70307 1.22519 -1.51316  0.0964
C: -0.54867 -0.45030 0.71317  -0.1317
C: -1.92192 0.09461 0.42481  -0.2839
H: -0.75706 0.77496 -1.09481  0.1143
H: 1.72346 -0.32115 1.32472  0.1640
H: 2.63423 1.51405 -0.12743  0.0921
H: 0.29982 -0.96520 -1.25875  0.1381
C: 0.48907 1.81983 0.15867  -0.1244
C: 1.74771 1.01657 -0.48138  -0.0846
O: 1.71417 -1.79595 -0.05544  0.0233
H: 0.32218 2.81203 -0.33262  0.1193
H: 0.80931 2.19822 1.11572  0.1009
C: 0.47671 -1.07856 -0.23023  -0.2387
C: -0.63113 0.86522 -0.07119  -0.1887

Computed properties:
Kohn-Sham gap = 9.16 eV
multiplicity = 1
E = -11509.1114 eV
lowest unoccupied orbital energy = 0.5764 eV
SMILES string = O[C@@H]1[C@H]2CC[C@@H]3O[C@H]3[C@H]12


(4)
This record from the OMol25 dataset describes C7H10O2S in the gas phase at a distorted geometry. The level of theory is the ωB97M-V functional and the def2-TZVPD basis.

Last column: Löwdin charge in e.
Atoms and positions in Å:
C: 0.40468 -0.01585 0.00895  -0.2221
H: -0.60682 -1.42834 0.98896  0.1078
C: -0.78853 -0.64397 0.33952  -0.0179
H: -3.51738 -1.38519 1.10909  0.0822
H: 3.65154 1.92095 0.19997  0.0074
H: -3.18845 0.65419 -1.63726  0.1077
C: -2.25800 0.77635 -0.99254  -0.0337
H: 5.13429 1.02507 0.53295  0.0612
C: 4.03983 1.09419 0.63310  -0.1852
C: -3.18894 -1.32192 0.06690  -0.0629
H: -2.36426 1.64362 -0.30500  0.1103
C: -2.05121 -0.41522 -0.09566  -0.3059
H: -2.92352 -2.25250 -0.41043  0.0862
H: 3.71182 0.72952 1.57004  0.0359
H: -4.24261 -0.84577 -0.31835  0.1344
O: 3.62031 -1.47999 0.61618  -0.5366
O: 0.83673 1.15279 -0.67407  -0.0543
H: -1.32982 1.02716 -1.38388  0.0373
C: 1.70680 0.13393 0.07993  -0.2719
S: 3.35356 -0.36902 -0.32842  0.9201

Computed properties:
Kohn-Sham gap (spin up / spin down) = 7.36 / 7.36 eV
multiplicity = 1
E = -22344.8624 eV
lowest unoccupied orbital energy (spin up / spin down) = -0.2935 / -0.2945 eV


(5)
This record from the OMol25 dataset describes 2 unconnected molecules or ions with the total composition C7H10O2S at a distorted geometry. The level of theory is the ωB97M-V functional and the def2-TZVPD basis.

Last column: Löwdin charge in e.
Atoms and positions in Å:
C: 0.48988 1.38067 -0.01367  -0.2331
H: 1.18938 0.77001 1.93779  0.1264
S: 4.19584 -0.23266 0.30084  0.8723
H: 1.60026 -1.60649 0.98884  0.1517
H: 0.53374 1.24112 -2.18799  0.1635
H: -0.57430 0.38042 1.56351  0.0978
O: 4.11589 1.03272 1.02734  -0.4400
H: -0.38666 2.10949 0.06762  0.1239
H: 0.04438 -2.33080 -0.97875  0.0910
C: 0.82239 -0.88141 0.42776  -0.3028
C: -0.83422 -0.35910 -1.28501  -0.1169
O: 3.80204 -1.41086 1.03260  -0.4462
C: 0.44452 0.35711 1.21860  -0.1184
C: -0.25779 -1.49799 -0.40322  -0.1646
H: -1.66831 0.23783 -0.76702  0.1446
H: -1.14047 -2.03618 0.24300  0.1652
C: 0.37736 0.54385 -1.30176  -0.3012
H: 1.35515 2.05856 0.10100  0.1221
H: -1.08953 -0.78652 -2.19062  0.0817
C: 1.55788 0.03795 -0.62674  -0.0170

Computed properties:
Kohn-Sham gap (spin up / spin down) = 5.61 / 8.42 eV
multiplicity = 3
E = -22343.9699 eV
<S²> = 2.01
lowest unoccupied orbital energy (spin up / spin down) = -0.7711 / -1.8885 eV


(6)
This record from the OMol25 dataset describes 2 unconnected molecules or ions with the total composition C7H10O3 at a distorted geometry. The level of theory is the ωB97M-V functional and the def2-TZVPD basis.

Last column: Löwdin charge in e.
Atoms and positions in Å:
H: -2.45864 1.74806 -1.14657  0.0866
H: 2.06836 -0.03016 -1.84073  0.1163
H: 0.07781 2.63159 -0.22426  0.1252
H: 0.98494 0.51105 1.82103  0.1541
O: 1.43223 0.77762 -2.25633  -0.1275
C: -1.11508 -0.60198 -0.13864  0.0015
H: -1.29708 -1.16025 2.08983  0.1461
C: -0.81624 1.99743 -0.12441  -0.2195
H: 0.83516 -2.70632 1.82566  0.1258
H: -1.30621 2.28287 0.82310  0.1376
C: 0.48768 -0.05873 1.02679  -0.1132
C: 1.21978 -1.20357 0.31182  -0.3151
O: -1.65584 2.27246 -1.22204  -0.0430
H: 0.01912 -3.09583 0.27564  0.1211
C: 0.35400 -2.28189 0.93197  -0.0494
C: -0.64689 -1.12676 1.21085  -0.1954
H: 1.85371 1.60820 -2.01851  0.0175
H: -1.86955 -0.95328 -0.84511  0.1148
C: -0.38062 0.56648 -0.06613  -0.1311
O: 2.21335 -1.17700 -0.43395  0.0476

Computed properties:
Kohn-Sham gap = 9.28 eV
multiplicity = 1
E = -13559.2952 eV
lowest unoccupied orbital energy = 0.5903 eV
SMILES string = O=C1C[C@@H]2C=C(CO)[C@H]12.O


(7)
This record from the OMol25 dataset describes C7H10O3 in the gas phase at a distorted geometry. The level of theory is the ωB97M-V functional and the def2-TZVPD basis.

Last column: Löwdin charge in e.
Atoms and positions in Å:
C: -2.33706 0.40242 -1.31830  -0.0249
H: 2.26940 1.66849 1.19821  0.1004
O: 0.70092 0.65095 -0.76496  0.0345
C: -1.60033 0.55545 0.01668  -0.3661
H: -1.74546 0.84581 -2.11997  0.0870
H: 0.67839 -2.81278 1.64077  0.0606
H: -2.15936 0.05764 0.81416  0.1534
H: -0.16978 -3.35138 0.10553  0.0631
C: -0.23484 -0.09577 -0.09504  -0.2614
H: -3.29763 0.90829 -1.26215  0.0821
H: -0.92670 2.35140 -0.24261  0.0965
H: 3.45253 0.33980 1.16510  0.0925
H: -2.49970 -0.64889 -1.54221  0.0845
C: 2.40923 0.60393 1.00365  0.0235
C: 2.05126 0.31675 -0.42990  -0.4561
H: 1.78374 0.03529 1.69808  0.0828
O: -1.48871 1.90425 0.40439  -0.0130
C: 0.09270 -1.29859 0.32888  -0.0383
C: 0.19612 -2.53595 0.71210  0.0425
O: 2.82526 0.10290 -1.31243  0.1563

Computed properties:
Kohn-Sham gap = 9.86 eV
multiplicity = 1
E = -13561.5545 eV
lowest unoccupied orbital energy = 0.6939 eV
SMILES string = C=C=C(OC(C)=O)[C@H](C)O


(8)
This record from the OMol25 dataset describes C7H10OP2 in the gas phase at a distorted geometry. The level of theory is the ωB97M-V functional and the def2-TZVPD basis.

Last column: Löwdin charge in e.
Atoms and positions in Å:
C: -0.11435 0.08728 0.15463  -0.2740
C: -2.02618 0.76663 -1.84878  -0.0985
C: 1.00341 -0.44391 1.00464  -0.7763
H: 1.89291 -2.99549 0.56993  -0.0919
C: -1.49417 0.06555 0.40090  -0.0486
H: 1.57575 -0.39697 3.37932  -0.1156
C: 0.22070 0.71180 -1.06033  -0.2585
P: 2.23261 -1.62653 -0.01176  0.7967
H: 3.01080 -1.36461 1.09123  -0.1537
H: -0.40474 1.33669 -2.95134  0.0808
O: 1.56908 0.93357 -1.32904  -0.0234
H: -0.20548 -0.16047 3.00755  -0.1497
H: -2.83874 0.92782 -2.60342  0.1254
C: -2.45546 0.51750 -0.52021  -0.0649
H: -3.47253 0.43464 -0.30853  0.0746
H: 1.66120 1.33047 -2.20669  0.1077
C: -0.73283 0.95251 -2.07507  -0.0507
H: -1.72034 -0.34946 1.36961  0.0766
P: 0.63709 -1.14676 2.69250  0.7792
H: 1.66126 0.41975 1.24488  0.0650

Computed properties:
Kohn-Sham gap = 9.13 eV
multiplicity = 1
E = -28043.9082 eV
lowest unoccupied orbital energy = 0.7028 eV
SMILES string = Oc1ccccc1C(P)P


Let's list M in order: 110.2 126.2 126.2 158.2 158.2 142.2 142.2 172.1 g mol⁻¹.
Let's list ΔE to the lowest compared entry with this formula, charge and spin in order: 163.5 79.4 155.5 119.3 0.0 92.7 40.6 0.0 kcal per mole.